(1)
# C3H6BN

The molecule C3H6BN in a non-equilibrium geometry (wB97M-V/def2-TZVPD, the Open Molecules 2025 dataset).

```
! wB97M-V def2-TZVPD RIJCOSX def2/J DEFGRID3
* xyz 0 1
C 1.6530 1.1144 0.0815
B 0.2491 1.3043 -0.1340
N -1.0366 0.7605 -0.0548
C -1.2225 -0.6083 0.2085
C -0.3610 -1.4597 -0.2083
H 1.9947 0.2158 0.6286
H 2.4814 1.6166 -0.4668
H -1.6513 1.4070 0.3892
H -2.2178 -0.9265 0.5950
H 0.5342 -0.8866 -0.5273
H -0.4232 -2.5375 -0.5114
*
```

M   66.9 g/mol
HOMO   -8.04 eV
Orbital gap   0.297 Ha
Relative energy (zero: lowest compared OMol25 entry of this formula, charge and spin)   51.6 kcal per mole
LUMO level   0.03 eV

Computed Mulliken charges, given in elementary charges:
1. C -0.68
2. B -0.12
3. N -0.14
4. C 0.15
5. C -0.69
6. H 0.31
7. H 0.25
8. H 0.24
9. H 0.24
10. H 0.19
11. H 0.25


(2)
# CHCl3

A structure of composition CHCl3 in a non-equilibrium geometry (wB97M-V/def2-TZVPD, the Open Molecules 2025 dataset).

```
! wB97M-V def2-TZVPD RIJCOSX def2/J DEFGRID3
* xyz 0 1
C -0.0609 0.1309 0.0104
Cl 1.5412 -0.0716 0.6214
Cl -1.1796 -0.7687 1.0826
Cl -0.0392 -0.4819 -1.5719
H -0.2615 1.1913 -0.1425
*
```

M   119.4 g/mol
HOMO   -11.00 eV
Orbital gap   0.434 Ha
Relative energy (zero: lowest compared OMol25 entry of this formula, charge and spin)   5.7 kcal per mole
LUMO level   0.81 eV

Computed Mulliken charges, given in elementary charges:
1. C 0.07
2. Cl -0.12
3. Cl -0.12
4. Cl -0.11
5. H 0.29


(3)
# C25H21F3N3O2PReS

A structure of composition C25H21F3N3O2PReS (wB97M-V/def2-TZVPD, the Open Molecules 2025 dataset).

```
! wB97M-V def2-TZVPD RIJCOSX def2/J DEFGRID3
* xyz 2 4
Re -0.7274 1.4797 0.3650
O -2.5484 -0.7331 -0.6724
C -2.1184 -0.9401 0.5695
O -2.0044 0.0135 1.3741
C -1.6375 -2.2870 0.8587
P 0.2163 -2.1585 1.3992
C 0.9362 -3.4798 0.3854
C 0.7784 -3.5986 -0.9986
C 1.3776 -4.6481 -1.6704
C 2.1350 -5.5853 -0.9737
C 2.2896 -5.4750 0.3979
C 1.6896 -4.4233 1.0794
C 0.8418 -0.6319 0.5494
C 1.7734 0.1110 1.2705
C 2.3484 1.2893 0.7617
C 1.8934 1.8216 -0.4321
C 0.9006 1.1518 -1.1783
C 0.4148 -0.1221 -0.7110
H -1.7687 -2.9504 0.0080
H -2.1346 -2.6946 1.7398
H 0.1769 -2.8891 -1.5566
H 1.2546 -4.7462 -2.7411
H 2.5987 -6.4048 -1.5059
H 2.8721 -6.2052 0.9427
H 1.8099 -4.3406 2.1526
H 2.0823 -0.2317 2.2516
H 3.1190 1.7871 1.3343
H 2.2985 2.7483 -0.8197
H 0.6503 1.4742 -2.1804
H -0.1538 -0.7459 -1.3877
C -0.6982 -1.9353 -5.0667
C -1.1469 -0.6080 -4.5576
C -1.2029 0.5330 -5.3549
C -1.5983 1.7269 -4.7752
N -1.9487 1.7938 -3.4872
C -1.8681 0.6523 -2.8497
S -2.4398 0.9046 -1.1501
N -1.4866 -0.5245 -3.2557
H -0.9229 -2.0485 -6.1253
H -1.1717 -2.7357 -4.5030
H 0.3847 -2.0245 -4.9477
H -0.9440 0.4866 -6.4032
H -1.6469 2.6489 -5.3405
F -0.4714 6.3152 5.3702
C -0.2585 5.0427 5.7041
F -1.1599 4.6841 6.6154
F 0.9606 4.9469 6.2455
C -0.3308 4.1560 4.4729
C 0.5761 4.3603 3.4408
C 0.5008 3.5532 2.3311
N -0.4059 2.5580 2.2126
C -1.2853 2.3793 3.2191
C -1.2805 3.1577 4.3587
H 1.3216 5.1413 3.4984
H 1.1721 3.6884 1.4966
H -2.0065 1.5834 3.1012
H -2.0061 2.9787 5.1385
*
```

M   701.7 g/mol
HOMO (alpha / beta)   -14.00 / -14.50 eV
Orbital gap (alpha / beta)   0.245 / 0.261 Ha
Relative energy (zero: lowest compared OMol25 entry of this formula, charge and spin)   96.4 kcal per mole
LUMO level (alpha / beta)   -7.34 / -7.39 eV

Computed Mulliken charges, given in elementary charges:
1. Re 1.14
2. O -0.30
3. C 0.55
4. O -0.57
5. C -0.65
6. P -0.22
7. C 0.53
8. C 0.27
9. C -0.75
10. C -0.50
11. C -0.61
12. C -0.63
13. C 0.03
14. C -0.21
15. C -0.91
16. C -0.48
17. C -0.98
18. C 0.18
19. H 0.48
20. H 0.49
21. H 0.25
22. H 0.44
23. H 0.41
24. H 0.42
25. H 0.38
26. H 0.49
27. H 0.47
28. H 0.46
29. H 0.58
30. H 0.52
31. C -1.34
32. C 0.83
33. C -0.61
34. C -0.30
35. N -0.43
36. C 0.68
37. S -0.20
38. N -0.26
39. H 0.47
40. H 0.34
41. H 0.27
42. H 0.44
43. H 0.46
44. F -0.22
45. C 0.75
46. F -0.26
47. F -0.23
48. C 0.40
49. C -1.07
50. C 0.05
51. N -0.17
52. C -0.17
53. C -0.83
54. H 0.46
55. H 0.54
56. H 0.58
57. H 0.54


(4)
# C3HNO

The molecule C3HNO in a non-equilibrium geometry (wB97M-V/def2-TZVPD, the Open Molecules 2025 dataset).

```
! wB97M-V def2-TZVPD RIJCOSX def2/J DEFGRID3
* xyz 0 1
C -0.3591 1.3227 1.0266
C -0.2614 0.5309 0.0909
C 0.2361 -0.6817 -0.7653
N 0.9228 -1.6302 -0.2801
O 0.3764 -1.5810 -1.7055
H -0.9148 2.0392 1.6334
*
```

M   67.0 g/mol
HOMO   -9.62 eV
Orbital gap   0.346 Ha
Relative energy (zero: lowest compared OMol25 entry of this formula, charge and spin)   126.3 kcal per mole
LUMO level   -0.20 eV

Computed Mulliken charges, given in elementary charges:
1. C -0.08
2. C -0.21
3. C 0.63
4. N -0.31
5. O -0.36
6. H 0.34


Q: What is the formula in the second record?
A: CHCl3